[1]
The following is a quantum chemistry calculation of 2 unconnected molecules or ions with the total composition C13H18F3O3, from OMol25.

Last column: Mulliken charge in e.
Element x y z (Å)
C: -0.337 0.516 -1.094  0.32
C: 1.857 -0.809 1.445  0.70
F: -0.147 -0.034 -2.239  -0.20
H: -1.525 2.010 -6.740  0.29
H: 3.467 -0.396 0.072  0.36
H: 2.467 1.300 -1.317  0.44
H: 0.250 0.745 2.027  0.25
H: -1.921 0.200 4.505  0.35
C: -3.359 -1.266 3.837  -0.73
H: 2.481 1.831 0.353  0.41
C: 1.122 -2.162 1.590  0.16
H: -3.322 -2.362 3.832  0.28
H: 1.757 0.806 2.997  0.32
C: 0.358 -0.925 3.270  0.01
F: -0.015 2.459 0.076  -0.36
F: -1.484 0.202 -0.495  -0.24
C: -0.240 0.725 -5.503  0.44
H: 2.037 -1.090 -0.696  0.35
H: -1.326 -2.207 2.722  0.45
O: 0.934 -2.225 2.981  -0.48
H: -0.024 0.715 -4.408  -0.37
C: 2.363 -0.343 0.049  -0.97
H: -2.010 1.937 -5.037  0.29
H: -0.932 -0.154 -5.604  0.12
H: -0.595 2.894 -5.511  0.26
H: 0.231 -0.694 4.338  0.53
H: 2.780 -1.020 2.021  0.31
C: 0.517 1.335 -0.491  0.28
C: -1.150 -1.118 2.786  -0.58
C: -2.176 -0.618 3.817  -0.34
H: -1.304 -0.638 1.806  0.15
C: 1.106 0.159 2.392  -0.92
C: 2.003 1.108 -0.326  -0.66
O: 0.774 -2.929 0.794  -0.49
O: 0.806 0.789 -6.338  -0.91
C: -1.140 1.968 -5.717  -1.07
H: -4.304 -0.710 3.806  0.25

Cartesian forces, eV/Å:
C 0.0 0.6 1.1
C 1.1 0.6 -0.2
F 0.2 -1.6 -0.1
H 0.2 -0.1 0.0
H -0.4 0.0 -0.1
H 0.0 0.0 0.5
H 0.8 0.1 -0.6
H -0.6 0.7 -1.2
C 0.1 0.4 0.2
H -0.6 -0.2 -0.1
C 1.3 3.4 2.2
H -0.4 0.4 -1.5
H -0.1 -0.3 -0.3
C -1.9 0.0 -0.8
F 0.0 -0.6 1.2
F -0.9 0.5 -1.0
C -0.1 1.0 -0.7
H 0.0 0.6 0.1
H 0.1 0.4 -0.4
O 0.0 -0.2 -0.2
H 0.3 0.1 0.1
C -0.1 -0.2 0.5
H -0.1 0.1 0.0
H 0.0 -0.2 -0.2
H 0.1 -0.1 -0.1
H 1.1 -0.5 -0.2
H -0.4 -0.1 -0.2
C 1.0 0.6 0.1
C 0.9 -0.1 2.2
C 0.4 -0.5 -0.9
H -0.3 -0.2 0.4
C -1.0 -1.3 1.1
C 0.1 0.1 -1.9
O -0.5 -2.0 -1.3
O 0.3 -0.6 0.3
C -0.7 -0.1 0.6
H 0.1 -0.5 1.5

Computed properties:
multiplicity = 1
E = -28062.17197 eV
HOMO-LUMO gap = 0.157 Ha
charge = -1

[2]
The following is a quantum chemistry calculation of 2 unconnected molecules or ions with the total composition CH5O2, from OMol25.

Last column: Mulliken charge in e.
Element x y z (Å)
C: 0.821 -0.443 -0.516  -0.58
O: -0.506 -0.401 -0.938  -0.86
H: 1.476 -0.589 -1.390  0.20
O: -1.695 0.858 0.922  -0.77
H: 0.991 -1.238 0.236  0.17
H: 1.109 0.509 -0.015  0.16
H: -1.226 0.249 0.168  0.46
H: -0.970 1.056 1.533  0.23

Cartesian forces, eV/Å:
C -1.6 0.3 -0.3
O 0.4 -0.1 0.5
H 0.5 -0.1 0.2
O 0.4 -0.2 0.2
H 0.4 -0.2 -0.1
H 0.3 0.0 -0.1
H -0.1 0.3 -0.2
H -0.3 -0.1 -0.3

Computed properties:
ΔE to the lowest compared entry with this formula, charge and spin = 1.3 kcal per mole
multiplicity = 1
E = -5212.88643 eV
HOMO-LUMO gap = 0.281 Ha
charge = -1

[3]
The following is a quantum chemistry calculation of 9 unconnected molecules or ions with the total composition H18O9, from OMol25.

Last column: Mulliken charge in e.
Element x y z (Å)
H: 1.695 -0.630 1.914  0.36
O: 0.297 -3.229 -2.341  -0.65
H: -0.545 -1.420 1.628  0.32
H: -0.667 -0.901 -3.902  0.29
H: -0.450 -2.635 -2.572  0.38
H: -3.718 0.183 0.028  0.32
H: -0.092 0.496 0.203  0.33
O: -0.051 -1.492 2.446  -0.66
O: 2.279 -1.472 -1.113  -0.64
O: -0.837 -0.868 -2.969  -0.58
O: -0.291 -0.327 -0.189  -0.60
H: -0.860 1.998 2.256  0.34
H: -2.269 0.155 -0.068  0.35
H: 0.540 -0.660 -0.629  0.23
O: -2.964 0.760 -0.073  -0.60
H: 0.446 2.860 2.362  0.34
H: 2.962 -1.548 -0.451  0.26
O: 2.043 0.271 1.730  -0.67
H: -0.347 4.664 0.507  0.29
H: -0.707 3.263 0.892  0.47
H: 0.922 -2.658 -1.929  0.35
O: 0.019 2.117 1.902  -0.83
H: 1.421 0.998 1.974  0.34
H: 2.626 -1.503 -1.957  0.28
O: -1.054 4.042 0.504  -0.65
H: -0.450 -0.020 -2.727  0.30
H: 0.063 -2.435 2.566  0.30

Cartesian forces, eV/Å:
H -0.5 1.4 0.2
O -1.3 -0.7 -0.8
H -0.1 0.2 -0.6
H 0.0 -0.2 -0.9
H 0.8 -0.4 0.4
H -0.6 0.0 0.0
H 0.8 1.5 0.7
O 0.1 -0.2 0.4
O -1.9 0.2 2.4
O -0.1 0.6 0.1
O 0.2 -1.9 -1.4
H -0.4 -0.1 0.6
H 2.3 -1.6 -0.3
H -0.9 0.5 0.8
O -1.7 1.5 0.2
H -0.5 -0.4 0.1
H 0.4 0.1 0.1
O 0.6 0.1 -0.1
H 0.7 0.8 -0.1
H 0.6 -1.1 0.2
H 0.6 0.6 0.7
O 0.8 0.1 0.1
H 0.3 -1.7 -0.1
H 1.5 -0.1 -2.6
O -1.6 1.1 -0.8
H -0.2 0.0 0.5
H 0.0 -0.3 0.2

Computed properties:
ΔE to the lowest compared entry with this formula, charge and spin = 59.4 kcal per mole
multiplicity = 1
E = -18719.56043 eV
structure (SMILES) = O.O.O.O.O.O.O.O.O
HOMO-LUMO gap = 0.396 Ha

[4]
The following is a quantum chemistry calculation of a molecular structure, C44H42FN9O3Ti, from OMol25.

Last column: Löwdin spin population.
Element x y z (Å)
C: -0.330 0.753 4.126  0.00
N: -5.308 -0.349 -1.329  0.01
C: -4.143 1.885 2.292  0.00
C: -1.970 1.273 -1.713  0.00
H: 2.457 3.741 2.828  0.00
C: -5.076 -1.520 -0.619  0.00
C: -0.303 -1.175 -3.217  0.02
H: -8.316 -2.901 0.891  0.00
C: 2.134 2.364 1.223  0.03
C: -8.027 -6.643 0.983  0.00
C: -5.888 -3.595 0.373  0.01
H: -3.234 0.381 3.548  0.00
H: -1.020 1.262 4.783  0.00
H: -2.971 3.929 -1.075  0.00
H: -4.699 3.448 0.924  0.00
H: -7.104 -2.217 -0.696  0.00
C: -2.668 -0.914 -0.493  0.03
C: 3.906 -2.788 0.850  0.01
H: -2.543 -3.227 0.851  0.00
H: -6.573 0.814 -2.475  0.00
C: -0.613 0.675 2.770  0.01
C: -4.279 0.461 -1.623  0.01
H: -8.341 -4.124 2.145  0.00
H: -8.645 -6.607 1.877  0.00
C: 0.008 -1.172 -4.548  0.06
N: 0.496 -0.656 -2.266  0.09
H: -10.228 -4.868 0.950  0.00
H: -2.370 5.017 0.172  0.00
C: -6.668 0.116 -1.645  0.00
C: 1.323 -0.510 2.382  0.01
C: 1.836 -2.840 -0.348  0.00
C: 0.950 -3.475 -1.379  0.00
H: 4.547 0.615 -0.379  0.00
N: -8.834 -6.029 -0.123  0.00
C: 2.053 -0.047 -4.005  0.04
H: 3.943 -1.407 2.496  0.00
C: 2.722 1.480 0.323  0.01
H: -6.431 -5.838 2.178  0.00
H: -9.590 -6.643 -0.428  0.00
H: 0.974 -4.557 -1.247  0.00
H: 2.984 0.439 -4.257  0.00
C: -2.281 4.008 -0.235  0.00
H: -7.257 -0.721 -2.013  0.00
O: -0.848 1.275 -1.037  0.01
N: 1.878 0.770 -0.572  0.29
C: -9.364 -4.691 0.312  0.00
H: -0.073 -3.125 -1.274  0.00
H: 4.920 -3.132 1.004  0.00
H: -0.676 -1.594 -5.269  0.00
C: 0.851 0.219 4.604  0.01
H: -6.739 1.650 -0.132  0.00
C: -3.085 1.135 2.787  0.00
H: -5.933 -6.310 0.554  0.00
C: -6.725 -5.835 1.126  0.00
C: 4.295 2.861 2.157  0.03
C: -2.981 0.244 -1.257  0.01
C: 2.076 -1.392 1.447  0.01
C: -8.237 -3.968 1.065  0.00
H: -1.267 3.863 -0.598  0.00
H: 1.063 2.538 1.173  0.00
H: -8.207 -5.875 -0.917  0.00
H: 4.909 3.405 2.862  0.00
C: 1.660 -0.073 -2.652  0.04
C: 2.920 3.048 2.138  0.00
O: -1.504 -1.196 -0.093  0.00
H: -7.825 -7.684 0.741  0.00
F: -4.291 -4.942 1.531  0.00
H: -9.685 -4.160 -0.582  0.00
N: 0.199 0.059 1.900  0.00
C: 4.882 1.988 1.249  0.00
C: 4.103 1.298 0.333  0.02
O: -2.249 2.027 -2.612  0.01
C: 3.126 -3.326 -0.148  0.00
C: -7.324 0.786 -0.448  0.00
C: -6.110 -2.421 -0.331  0.00
H: 1.497 -0.562 -5.995  0.00
C: -4.566 -3.845 0.792  0.00
H: -5.143 1.742 2.682  0.00
C: -3.542 -2.995 0.505  0.00
N: 2.455 0.555 -1.746  0.28
C: -2.601 2.996 0.826  0.00
C: 3.361 -1.824 1.687  0.00
N: -1.590 2.275 1.309  0.00
N: -6.957 -4.489 0.599  0.00
C: 1.226 -0.591 -4.948  0.03
C: -3.770 -1.815 -0.206  0.00
H: -8.323 1.128 -0.712  0.00
N: 1.347 -1.846 0.402  0.00
H: 3.498 -4.119 -0.781  0.00
H: -4.509 1.345 -2.206  0.00
C: -1.825 1.380 2.262  0.00
H: -7.402 0.101 0.397  0.00
H: 1.297 -3.259 -2.390  0.00
H: 5.955 1.850 1.249  0.00
H: 2.600 -0.891 4.056  0.00
Ti: 0.072 -0.086 -0.253  0.92
C: -3.901 2.826 1.308  0.00
C: 1.688 -0.428 3.714  0.00
H: -1.228 -1.624 -2.870  0.00
H: 1.109 0.291 5.652  0.00

Cartesian forces, eV/Å:
C 0.0 0.0 0.0
N 0.0 0.0 0.0
C 0.0 0.0 0.0
C 0.0 -0.2 0.2
H 0.0 0.0 0.0
C 0.0 0.0 0.0
C 0.0 -0.1 0.1
H 0.0 0.0 0.0
C -0.1 0.1 0.0
C 0.1 0.0 0.0
C 0.1 0.0 0.0
H 0.0 0.0 0.0
H 0.0 0.0 0.0
H 0.0 0.0 0.0
H 0.0 0.0 0.0
H 0.0 0.0 0.0
C -0.1 0.1 -0.1
C 0.0 0.0 0.0
H 0.0 0.0 0.0
H 0.0 0.0 0.0
C -0.1 0.2 0.1
C 0.0 -0.1 -0.1
H 0.0 0.0 0.0
H 0.0 0.0 0.0
C 0.0 0.0 0.0
N 0.4 0.1 -0.3
H 0.0 0.0 0.0
H 0.0 0.0 0.0
C 0.0 0.0 0.0
C 0.0 -0.2 -0.1
C 0.0 0.1 0.0
C 0.0 0.0 0.0
H 0.0 0.0 0.0
N 0.0 0.0 0.0
C 0.0 -0.2 -0.1
H 0.0 0.0 0.0
C -0.1 -0.1 0.0
H 0.0 0.0 0.0
H 0.0 0.0 0.0
H 0.0 0.0 0.0
H 0.0 0.0 0.0
C 0.0 0.1 0.1
H 0.0 0.0 -0.1
O -1.6 1.0 -1.1
N 1.0 0.3 -0.3
C 0.0 0.1 0.0
H 0.0 0.0 0.0
H 0.0 0.0 0.0
H 0.0 0.0 0.0
C 0.0 0.0 0.0
H 0.0 0.0 0.0
C 0.0 -0.1 0.0
H 0.0 0.0 0.0
C 0.0 0.0 0.0
C 0.0 0.0 0.0
C 0.0 0.0 0.0
C -0.2 -0.2 0.0
C 0.0 0.0 0.0
H 0.0 0.0 0.0
H 0.0 0.0 0.0
H -0.1 0.0 0.0
H 0.0 0.0 0.0
C 0.1 0.1 0.2
C 0.0 0.0 0.0
O -1.8 -0.9 0.1
H 0.0 0.0 0.0
F 0.0 0.1 -0.1
H 0.0 0.0 0.0
N 0.3 -0.1 0.8
C 0.0 0.0 0.0
C 0.0 -0.1 0.0
O 0.0 0.1 -0.1
C 0.0 0.0 0.0
C 0.0 0.0 0.0
C 0.0 0.0 0.0
H 0.0 0.0 0.0
C 0.0 0.0 0.1
H 0.0 0.0 0.0
C 0.1 0.0 0.0
N 0.0 0.1 -0.1
C 0.0 0.1 0.0
C 0.1 0.1 0.1
N 0.0 0.1 0.2
N -0.1 0.0 0.0
C 0.0 0.0 0.0
C 0.0 0.0 0.0
H 0.0 0.0 0.0
N 0.2 -0.3 0.2
H 0.0 0.0 0.0
H 0.0 0.0 0.0
C 0.0 -0.1 -0.1
H 0.0 0.0 0.0
H 0.0 0.0 0.0
H 0.0 0.0 0.0
H 0.0 0.0 0.0
Ti 1.7 -0.2 0.1
C 0.0 0.0 0.0
C 0.1 0.0 0.1
H 0.0 0.0 0.0
H 0.0 0.0 0.0

Computed properties:
ΔE to the lowest compared entry with this formula, charge and spin = 30.4 kcal per mole
multiplicity = 3
E = -91687.57638 eV
HOMO-LUMO gap (spin up / spin down) = 0.185 / 0.244 Ha
charge = +2

[5]
The following is a quantum chemistry calculation of a molecular structure, C21H43BO2P2Pt, from OMol25.

Last column: Löwdin spin population.
Element x y z (Å)
C: -1.428 -1.180 -0.714  0.11
H: -0.546 -1.165 -7.092  0.01
C: -0.081 -0.774 -6.177  0.03
H: -2.136 2.327 3.585  0.00
C: -3.174 0.802 -4.831  0.02
H: -0.921 0.990 -7.087  0.01
H: -3.703 1.448 -5.572  0.01
H: -2.697 -0.601 -6.462  0.00
C: 1.347 3.038 -0.897  0.01
P: 0.752 2.303 -2.506  0.20
H: 1.581 2.264 -0.161  0.00
H: -1.306 3.816 -3.327  0.00
H: 0.960 -1.007 -6.284  0.00
H: -2.429 3.066 1.969  0.00
H: 0.730 1.205 -6.523  0.00
C: -0.259 0.794 -6.228  0.05
O: 0.311 0.744 0.467  0.01
H: 3.698 -2.733 -0.934  0.00
H: 1.536 -3.293 -1.533  0.00
H: -2.947 -0.432 2.992  0.00
H: -0.342 3.379 1.418  0.00
C: 1.543 -2.699 -2.450  0.00
H: -2.512 -0.993 -0.583  0.01
H: -1.363 -1.115 2.504  0.00
H: 0.055 2.170 -4.593  0.02
C: 3.275 -1.781 -0.590  0.00
H: -1.336 -2.008 -1.433  0.00
H: 2.870 1.999 -3.985  0.00
C: 3.083 0.027 -3.005  0.01
C: 0.313 2.718 2.015  0.00
H: 2.280 3.505 -1.214  0.00
H: 3.029 -0.451 -3.969  0.00
H: 1.365 2.925 1.761  0.00
H: -3.869 -1.263 -5.290  0.00
H: 0.246 3.029 3.081  0.00
H: -3.512 1.848 2.645  0.00
H: -0.088 -2.365 -4.593  0.00
O: -2.037 0.797 0.546  0.02
C: 0.011 1.206 1.814  0.00
C: -0.360 3.887 -2.777  0.07
H: -2.096 2.190 -3.601  0.02
H: 4.064 -1.043 -0.374  0.00
Pt: -0.867 0.337 -2.546  0.63
H: 4.132 -0.075 -2.672  0.00
H: 2.258 -3.083 -3.228  0.00
H: 0.771 -0.665 2.671  0.00
H: -2.296 -1.682 -3.558  0.01
C: -1.873 -1.232 -4.486  0.01
C: -2.447 2.125 2.539  0.00
C: -2.959 -0.638 -5.381  0.00
H: 3.201 1.955 -2.216  0.01
H: 0.832 0.728 3.804  0.00
H: 0.272 4.627 -3.235  0.00
H: 0.694 3.807 -0.452  0.00
H: -0.994 -1.670 0.185  0.01
H: 1.964 0.601 2.518  0.00
H: 0.540 -2.757 -2.825  0.00
C: 2.617 1.529 -3.025  0.14
C: -1.870 1.355 -4.257  0.10
H: -3.874 0.760 -3.985  0.00
C: 0.917 0.416 2.764  0.00
H: -0.649 4.131 -1.764  0.01
C: -1.639 0.956 1.926  0.00
C: -0.635 -1.492 -4.962  0.07
P: 2.200 -1.073 -1.886  0.01
C: -1.883 -0.226 2.857  0.00
C: -0.669 1.417 -4.964  0.26
H: -1.539 0.000 3.886  0.00
H: 2.724 -1.980 0.339  0.00
B: -0.866 0.530 -0.343  0.08

Cartesian forces, eV/Å:
C -0.2 -0.6 -0.3
H 0.0 -0.2 0.1
C -0.7 -0.1 -0.2
H 0.1 0.0 -0.6
C -0.6 -0.6 0.2
H -0.1 0.3 0.5
H 0.8 -0.1 0.3
H 0.1 -0.2 0.8
C 0.5 -0.3 -0.5
P -1.4 -2.3 2.0
H 0.0 0.2 -0.5
H 0.6 -0.4 -0.3
H 0.7 -0.2 0.1
H 0.2 -0.4 0.1
H -0.6 -0.1 0.2
C 0.8 -1.2 -0.6
O -1.0 0.2 -0.1
H 0.3 0.2 0.2
H 0.4 -0.1 -0.2
H 0.0 -0.1 -0.4
H 0.4 -0.4 0.3
C 1.6 -0.1 -1.2
H 0.7 -0.4 0.0
H -0.2 -0.1 0.1
H -0.7 -0.4 -0.7
C 0.9 0.2 -0.3
H 0.3 0.4 -0.4
H 0.1 -0.1 0.3
C 0.1 -0.4 -0.5
C 0.4 0.0 0.1
H 0.2 0.4 0.3
H 0.1 0.1 -0.8
H -0.4 -0.1 -0.1
H 0.4 0.4 0.0
H -0.3 -0.4 -0.6
H 0.4 -0.1 -0.3
H 0.2 0.8 0.3
O 1.3 0.5 0.3
C -1.5 0.5 -0.2
C 0.2 -0.5 -0.8
H 0.1 0.2 -0.3
H 0.0 -0.4 0.1
Pt 0.8 1.1 0.8
H -0.2 0.6 -0.4
H -0.7 -0.4 0.7
H -0.1 0.2 0.1
H 0.6 -0.1 -0.8
C -0.9 -1.7 -0.6
C -0.1 0.2 0.4
C 0.2 1.1 0.6
H 0.1 0.6 -0.2
H -0.4 -0.1 0.1
H 0.1 0.7 0.0
H 0.3 -0.6 -0.3
H -0.2 0.7 -0.2
H 0.0 0.1 -0.3
H -0.3 0.5 -0.2
C 0.4 0.4 0.2
C -1.1 1.0 -0.1
H 0.1 -0.1 -0.1
C 0.0 -0.2 -0.3
H 0.2 0.2 0.1
C 1.3 1.1 -0.1
C -0.4 -0.2 -0.1
P -3.4 0.5 2.5
C -0.2 -0.4 0.1
C 0.7 1.8 0.7
H 0.1 0.0 -0.6
H -0.1 0.2 -0.4
B -1.1 -1.1 2.1

Computed properties:
multiplicity = 3
E = -49063.80895 eV
HOMO-LUMO gap (spin up / spin down) = 0.156 / 0.246 Ha

[6]
The following is a quantum chemistry calculation of a single C5H9N molecule, from OMol25.

Last column: Mulliken charge in e.
Element x y z (Å)
N: -0.867 0.011 0.340  -0.19
C: 0.631 -0.829 -1.393  -1.14
H: -1.077 0.917 0.721  0.25
H: 2.338 1.784 1.823  0.25
C: 1.493 0.520 0.420  -0.23
H: -0.086 -1.352 -2.008  0.26
H: -1.902 -1.801 0.213  0.30
C: -1.998 -0.765 -0.104  -0.97
H: -2.146 -0.793 -1.189  0.30
H: -2.902 -0.373 0.345  0.34
C: 1.434 1.541 1.276  -0.75
C: 0.361 -0.156 -0.266  0.92
H: 2.470 0.153 0.116  0.22
H: 1.659 -1.077 -1.620  0.23
H: 0.593 2.221 1.327  0.21

Cartesian forces, eV/Å:
N -0.3 -0.3 -0.4
C 0.0 -0.9 0.1
H 0.2 0.0 0.1
H -0.1 0.5 -0.2
C -0.2 0.0 -0.1
H -0.3 0.1 0.2
H 0.1 -0.2 0.1
C -0.2 -0.1 -0.2
H 0.1 0.3 0.0
H -0.1 0.1 0.1
C 0.4 -0.2 -0.6
C 0.5 1.1 0.0
H 0.0 -0.4 0.4
H 0.1 0.4 -0.1
H -0.3 -0.4 0.6

Computed properties:
ΔE to the lowest compared entry with this formula, charge and spin = 36.3 kcal per mole
multiplicity = 1
E = -6819.42018 eV
structure (SMILES) = C=CC(=C)NC
HOMO-LUMO gap = 0.337 Ha

[7]
The following is a quantum chemistry calculation of a molecular structure, C2H4I2O, from OMol25.

Last column: Mulliken charge in e.
Element x y z (Å)
H: 1.177 -0.442 1.959  0.21
O: -0.958 0.893 -0.409  -0.34
I: 0.154 -2.361 0.296  -0.13
C: -1.954 0.325 -0.663  0.04
H: 3.132 1.212 -0.409  0.10
I: 1.489 1.013 -0.123  0.44
H: -2.763 0.927 -1.144  0.25
C: 1.700 -0.797 1.039  -0.57
H: -1.978 -0.770 -0.546  -0.01

Cartesian forces, eV/Å:
H 0.0 -0.2 -0.5
O 1.4 1.6 1.0
I 1.0 0.9 0.4
C -2.2 -1.0 -1.5
H -0.7 -0.3 0.4
I 1.8 0.5 -0.6
H -0.2 -0.7 0.4
C -0.5 -1.0 0.4
H -0.6 0.1 0.1

Computed properties:
ΔE to the lowest compared entry with this formula, charge and spin = 113.6 kcal per mole
multiplicity = 1
E = -20382.26940 eV
HOMO-LUMO gap = 0.292 Ha